Entry 1:
This record from the OMol25 dataset describes a structure of composition C18H31N2OPSSiTi in a non-equilibrium geometry. The level of theory is ωB97M-V with the def2-TZVPD basis set.

Properties
E_LUMO (spin up / spin down)   -0.017 / -0.017 hartree
Net charge   0
E   -2767.5828 hartree

```
56
Properties=species:S:1:pos:R:3:mulliken_charge:R:1
Ti 0.158 0.414 0.232 -0.30
Si -1.643 2.299 -0.350 0.49
P -2.755 0.265 -0.407 1.38
N 0.532 -0.324 -1.402 -0.15
H 0.287 0.881 1.835 -0.12
C -2.635 -1.552 -0.170 -1.32
H -3.564 -2.011 -0.542 0.52
H -2.509 -1.814 0.888 0.23
H -1.785 -1.966 -0.730 0.21
C -4.223 0.672 0.602 -1.37
H -5.040 -0.004 0.313 0.43
H -4.543 1.709 0.439 0.38
H -4.004 0.532 1.669 0.28
C -3.333 0.316 -2.142 -1.46
H -4.257 -0.275 -2.217 0.44
H -2.570 -0.119 -2.800 0.34
H -3.530 1.344 -2.465 0.39
C -1.608 3.276 1.255 -1.10
H -0.605 3.249 1.698 0.26
H -2.347 2.912 1.978 0.32
H -1.850 4.315 0.985 0.42
H -0.217 2.065 -0.755 0.07
H -2.204 3.158 -1.432 -0.32
C 0.653 -0.574 -2.708 0.07
C 1.274 -2.094 -4.524 -0.49
C 1.151 -1.835 -3.167 -0.25
C 0.263 0.392 -3.698 -0.22
C 0.394 0.105 -5.050 -0.57
C 0.901 -1.131 -5.474 -0.49
H 1.663 -3.057 -4.846 0.34
H 1.421 -2.567 -2.403 0.36
H -0.127 1.351 -3.348 0.27
H 0.098 0.854 -5.782 0.35
H 1.005 -1.342 -6.535 0.35
C -0.116 -0.376 2.473 1.83
O -0.218 -1.141 1.288 -0.68
C 0.959 -0.911 3.386 -1.41
H 1.166 -0.222 4.214 0.38
H 1.899 -1.108 2.858 0.15
H 0.599 -1.867 3.797 0.42
C -1.421 -0.132 3.207 -1.15
H -2.068 -1.022 3.148 0.27
H -1.983 0.736 2.826 -0.12
H -1.212 0.068 4.268 0.50
S 2.147 1.864 0.535 -0.46
C 3.202 0.672 1.157 0.53
N 3.370 -0.523 0.482 0.11
C 4.172 -1.525 0.965 -0.29
C 4.845 -1.341 2.153 -0.59
C 4.722 -0.130 2.848 -0.18
C 3.917 0.878 2.337 -0.68
H 2.844 -0.664 -0.387 0.07
H 4.216 -2.429 0.358 0.40
H 5.474 -2.141 2.539 0.38
H 5.257 0.032 3.780 0.40
H 3.779 1.839 2.822 0.39
```

***

Entry 2:
This record from the OMol25 dataset describes a cluster of 2 separate species, C2HClF2S in total in a non-equilibrium geometry. The level of theory is ωB97M-V with the def2-TZVPD basis set.

Properties
E_LUMO (spin up / spin down)   -0.129 / -0.129 hartree
Net charge   0
E   -1134.7598 hartree

```
7
Properties=species:S:1:pos:R:3:mulliken_charge:R:1
C -0.230 -0.689 -0.329 0.31
C -0.384 0.433 0.530 0.12
F -1.201 1.342 0.143 -0.11
F 1.761 1.147 0.085 -0.60
S 0.737 -1.932 0.115 -0.05
Cl -1.110 -0.838 -1.802 -0.11
H 0.428 0.538 1.257 0.44
```

***

Among the records above, which one has the highest E? C2HClF2S